This record from OMol25 describes C20H55AgFeN7O11 as an isolated structure at a distorted geometry. The level of theory is ωB97M-V with the def2-TZVPD basis set.

HOMO energy (spin up / spin down): -14.5 / -14.5 eV
Total charge: +3
Multiplicity: 7
Frontier orbital gap (spin up / spin down): 6.72 / 1.92 eV

CARTESIAN COORDINATES (ANGSTROEM)
1 Ag -14.0961 -12.0868 -0.9650
2 Fe -8.9431 -10.9685 -0.4796
3 N -11.0934 -12.1666 -2.7046
4 O -10.6725 -12.3261 -3.8127
5 O -10.3441 -11.8218 -1.8035
6 O -12.2953 -12.2216 -2.4896
7 N -11.9406 -9.8572 0.5178
8 O -10.7480 -10.1076 0.4101
9 O -12.7104 -10.3869 -0.2393
10 O -12.3105 -8.9556 1.2574
11 C -17.1038 -11.6248 -4.3244
12 C -16.2173 -12.1883 -3.1965
13 C -15.4432 -13.4709 -3.4947
14 O -14.4605 -13.7520 -2.4939
15 C -13.6286 -14.8541 -2.9681
16 N -15.2070 -11.1958 -2.8103
17 H -16.5287 -11.4809 -5.2392
18 H -17.4983 -10.6493 -4.0401
19 H -17.9136 -12.3202 -4.5452
20 H -16.8821 -12.3224 -2.3432
21 H -14.9494 -13.2718 -4.4458
22 H -16.0881 -14.3413 -3.6157
23 H -12.8789 -15.0550 -2.2029
24 H -13.0610 -14.4979 -3.8278
25 H -14.2733 -15.7178 -3.1308
26 H -15.6796 -10.3130 -2.6784
27 H -14.6781 -11.0847 -3.6636
28 C -13.5203 -12.2104 -7.1553
29 C -13.1898 -10.8721 -6.6778
30 C -14.0740 -9.6712 -7.2537
31 O -13.8214 -9.5836 -8.6350
32 C -14.8341 -8.7828 -9.2737
33 N -13.4263 -10.9120 -5.2545
34 H -14.4990 -12.5173 -6.7864
35 H -12.7646 -12.9117 -6.8016
36 H -13.5563 -12.3264 -8.2385
37 H -12.1449 -10.7321 -6.9545
38 H -13.7642 -8.7195 -6.8220
39 H -15.1411 -9.8396 -7.1086
40 H -14.6163 -8.6187 -10.3290
41 H -14.8377 -7.7476 -8.9325
42 H -15.8660 -9.0966 -9.1159
43 H -12.9764 -11.7039 -4.8178
44 H -13.0503 -10.0780 -4.8266
45 C -7.5818 -14.5920 1.4262
46 C -7.6991 -13.3150 0.6456
47 C -7.5732 -13.4899 -0.9806
48 O -7.6089 -12.1145 -1.5378
49 C -7.3780 -12.0425 -2.9383
50 N -8.9000 -12.5749 0.9321
51 H -8.3620 -15.2931 1.1297
52 H -7.7086 -14.4949 2.5045
53 H -6.6043 -14.9960 1.1628
54 H -6.8103 -12.7513 0.9290
55 H -8.4197 -14.0435 -1.3868
56 H -6.7157 -14.0494 -1.3545
57 H -7.5025 -11.0433 -3.3555
58 H -8.0730 -12.7216 -3.4321
59 H -6.4013 -12.5068 -3.0744
60 H -9.0067 -12.5414 1.9359
61 H -9.6655 -13.1762 0.6626
62 C -5.1519 -9.1002 -7.1724
63 C -6.1270 -7.8926 -7.0426
64 C -7.5865 -8.4171 -7.4003
65 O -8.1053 -9.3476 -6.4176
66 C -9.4725 -9.6345 -6.5094
67 N -6.1438 -7.5283 -5.6340
68 H -4.1046 -8.8505 -7.0025
69 H -5.1744 -9.6155 -8.1327
70 H -5.4047 -9.9404 -6.5256
71 H -5.7034 -7.0570 -7.5996
72 H -7.5997 -8.8459 -8.4024
73 H -8.1393 -7.4874 -7.5356
74 H -10.0237 -8.7133 -6.3204
75 H -9.8717 -10.2354 -5.6923
76 H -9.7335 -10.0846 -7.4672
77 H -5.3387 -7.7334 -5.0596
78 H -6.9213 -8.0902 -5.3180
79 C -6.9310 -7.6596 1.2408
80 C -7.9108 -8.5660 0.4584
81 C -7.9070 -8.3704 -1.0765
82 O -8.7729 -9.3154 -1.7406
83 C -9.1363 -8.9336 -3.0946
84 N -7.5110 -9.9265 0.7153
85 H -7.2094 -6.6058 1.2407
86 H -5.8701 -7.7070 0.9949
87 H -6.9583 -7.8932 2.3051
88 H -8.9389 -8.3479 0.7475
89 H -6.9223 -8.5567 -1.5052
90 H -8.1950 -7.3442 -1.3048
91 H -9.6571 -9.7640 -3.5714
92 H -8.2587 -8.8218 -3.7313
93 H -9.7755 -8.0515 -3.1312
94 H -7.4340 -10.0625 1.7132
95 H -6.5442 -9.9900 0.4300